Computed, not measured: 3 unconnected molecules or ions with the total composition C3H11NO4, with the ωB97M-V functional and the def2-TZVPD basis.

Values from the calculation:
Energy relative to the best compared isomer or geometry (same formula, charge and spin), kJ/mol: 400.8
F_max, Eh/bohr: 0.0725
Gap between HOMO and LUMO, eV: 9.903
LUMO level, eV: 0.23
Structure (SMILES): O=CCNCO.O.O
E_tot, Eh: -476.52500

Geometry (Å):
O -0.650 -1.075 -2.771
C -0.332 -0.910 -1.643
C -0.172 0.558 -1.167
N -0.477 0.670 0.238
C 0.667 1.351 1.038
O 0.198 2.660 1.266
H -0.151 -1.723 -0.956
H -0.990 1.116 -1.740
H 0.806 0.844 -1.401
H -1.269 1.416 0.387
H 0.699 0.790 1.942
H 1.628 1.404 0.362
H -0.646 2.484 1.864
H -2.655 -0.777 1.015
H -1.464 -1.131 0.237
O -2.118 -1.562 0.914
H 1.605 -1.944 0.447
H 2.932 -1.757 -0.247
O 2.389 -2.415 0.213

Computed, not measured: 6 unconnected molecules or ions with the total composition C18H48O10S6, with the ωB97M-V functional and the def2-TZVPD basis.

Values from the calculation:
F_max, Eh/bohr: 0.0099
Gap between HOMO and LUMO, eV: 8.709
LUMO level, eV: 0.30
E_tot, Eh: -3855.85960

Geometry (Å):
C 2.369 2.089 -0.350
C 2.406 1.258 -1.637
C 1.597 1.826 -2.813
C 0.189 1.235 -2.901
C -0.677 1.558 -1.674
C -2.158 1.782 -1.995
C -2.906 2.534 -0.903
O -3.003 3.971 -1.106
S -1.704 4.737 -1.619
O -2.122 6.105 -1.811
O -0.964 4.660 -0.147
C 0.338 5.200 -0.133
O 0.788 4.895 1.168
O 2.097 5.446 1.270
H 1.471 1.896 0.240
H 2.367 3.162 -0.577
H 3.232 1.887 0.286
H 2.018 0.259 -1.421
H 3.448 1.135 -1.942
H 2.108 1.579 -3.745
H 1.552 2.921 -2.762
H 0.314 0.150 -2.944
H -0.300 1.590 -3.812
H -0.606 0.726 -0.968
H -0.278 2.426 -1.142
H -2.279 2.291 -2.955
H -2.654 0.813 -2.102
H -2.437 2.370 0.070
H -3.943 2.214 -0.831
H 0.330 6.280 -0.298
H 0.971 4.697 -0.880
H 2.633 4.806 0.773
C -0.368 -1.714 -5.413
S 1.384 -1.401 -5.162
O 1.636 -0.007 -5.614
C 1.959 -2.467 -6.491
H -0.908 -1.104 -4.691
H -0.637 -1.424 -6.428
H -0.578 -2.768 -5.235
H 1.518 -2.133 -7.430
H 1.688 -3.501 -6.276
H 3.042 -2.371 -6.534
C 0.077 -3.031 1.384
S 0.980 -1.623 0.740
O 0.638 -1.543 -0.714
C 2.609 -2.349 0.861
H -0.982 -2.785 1.344
H 0.285 -3.894 0.752
H 0.369 -3.234 2.414
H 2.640 -3.273 0.287
H 2.838 -2.557 1.905
H 3.319 -1.629 0.457
C -5.759 8.849 0.843
S -5.899 7.078 1.124
O -6.322 6.906 2.540
C -4.142 6.735 1.053
H -6.763 9.266 0.895
H -5.133 9.283 1.622
H -5.334 9.026 -0.145
H -3.630 7.322 1.815
H -3.761 6.963 0.057
H -4.007 5.673 1.249
C 1.481 -6.652 2.050
S 3.220 -6.413 2.403
O 3.532 -5.006 2.028
C 3.862 -7.454 1.088
H 0.938 -5.997 2.734
H 1.282 -6.372 1.015
H 1.214 -7.695 2.224
H 3.494 -7.083 0.131
H 3.546 -8.483 1.256
H 4.948 -7.390 1.121
C -0.961 -4.144 6.639
S 0.384 -4.743 5.614
O -0.178 -4.896 4.239
C 0.462 -6.395 6.312
H -1.189 -3.132 6.312
H -1.829 -4.788 6.499
H -0.644 -4.133 7.681
H -0.508 -6.878 6.196
H 0.745 -6.331 7.363
H 1.224 -6.942 5.761

Computed, not measured: a molecular structure, C21H30BrN4O3STi, with the ωB97M-V functional and the def2-TZVPD basis.

Values from the calculation:
F_max, Eh/bohr: 0.0027
Gap between HOMO and LUMO, eV: 5.491
LUMO level, eV: -10.29
Total charge: +3
E_tot, Eh: -5083.76089

Geometry (Å):
Ti 1.224 0.784 0.437
O -0.180 -3.837 -1.924
C 1.066 -4.096 -1.411
C 1.638 -5.356 -1.393
C 2.899 -5.520 -0.842
C 3.588 -4.437 -0.309
C 3.008 -3.181 -0.331
C 1.744 -3.002 -0.880
C 1.064 -1.673 -0.969
O 1.834 -0.609 -0.371
N -0.174 -1.628 -0.199
N -0.554 -0.291 -0.049
C -1.810 0.024 -0.026
C -2.275 1.286 0.415
Br -0.876 2.400 1.145
C -3.551 1.747 0.513
C -4.740 1.172 -0.047
C -5.955 1.468 0.596
C -7.133 0.902 0.149
C -7.118 0.075 -0.967
C -5.929 -0.182 -1.650
C -4.745 0.359 -1.196
H -0.542 -4.623 -2.351
H 1.104 -6.204 -1.806
H 3.348 -6.503 -0.832
H 4.574 -4.575 0.111
H 3.553 -2.330 0.059
H 0.904 -1.371 -2.011
H -0.888 -2.229 -0.612
H -2.561 -0.723 -0.278
H -3.700 2.645 1.106
H -5.962 2.124 1.458
H -8.063 1.116 0.656
H -8.044 -0.351 -1.330
H -5.943 -0.781 -2.550
H -3.843 0.225 -1.780
N 0.892 -0.136 2.390
C 1.152 0.599 3.672
C 2.614 0.964 3.826
C 3.130 1.901 2.753
N 3.125 1.226 1.409
H -0.076 -0.453 2.395
H 1.429 -1.006 2.399
H 0.828 -0.029 4.502
H 0.525 1.492 3.672
H 3.234 0.062 3.865
H 2.742 1.450 4.795
H 4.147 2.218 2.980
H 2.513 2.800 2.680
H 3.640 0.349 1.497
H 3.687 1.784 0.768
C 1.330 4.541 -1.921
S 2.462 3.209 -1.605
C 2.630 2.498 -3.225
O 1.591 2.158 -0.827
H 0.443 4.163 -2.426
H 1.865 5.254 -2.553
H 1.090 5.014 -0.971
H 3.163 3.232 -3.833
H 1.647 2.286 -3.641
H 3.237 1.599 -3.134

Computed, not measured: 2 unconnected molecules or ions with the total composition C4H8O2, with the ωB97M-V functional and the def2-TZVPD basis.

Values from the calculation:
Energy relative to the best compared isomer or geometry (same formula, charge and spin), kJ/mol: 159.9
F_max, Eh/bohr: 0.0096
Gap between HOMO and LUMO, eV: 10.423
LUMO level, eV: 0.41
Structure (SMILES): C=C(C)C=O.O
E_tot, Eh: -307.65152

Geometry (Å):
C -1.037 -0.588 0.659
C -0.368 0.096 -0.504
C 0.893 -0.052 -0.920
O 2.297 0.142 1.591
C -1.269 0.861 -1.402
O -2.472 0.888 -1.268
H -1.765 0.074 1.139
H -0.344 -0.958 1.426
H -1.613 -1.430 0.265
H 1.415 0.524 1.687
H 1.626 -0.645 -0.387
H 1.249 0.542 -1.761
H 2.163 -0.801 1.747
H -0.775 1.348 -2.272

Computed, not measured: 2 unconnected molecules or ions with the total composition C36H35N4O4P, with the ωB97M-V functional and the def2-TZVPD basis.

Values from the calculation:
F_max, Eh/bohr: 0.0642
Gap between HOMO and LUMO, eV: 6.389
LUMO level, eV: -1.59
E_tot, Eh: -2254.02853

Geometry (Å):
C -1.481 5.719 4.400
C -0.302 5.675 3.653
C -0.143 4.741 2.619
C -1.182 3.834 2.339
P -1.311 2.955 0.757
C -0.640 4.194 -0.425
C 0.605 4.131 -1.064
C 0.927 5.090 -2.033
C 0.066 6.151 -2.294
C -1.122 6.279 -1.580
C -1.469 5.304 -0.644
C -0.408 1.411 0.491
C -0.353 0.685 1.758
N -0.224 0.051 2.745
O -2.784 2.743 0.523
C -2.339 3.844 3.137
C -2.491 4.778 4.156
H -1.624 6.489 5.158
H 0.499 6.393 3.846
H 0.761 4.732 2.007
H 1.342 3.370 -0.795
H 1.878 4.998 -2.559
H 0.332 6.896 -3.048
H -1.781 7.134 -1.731
H -2.386 5.417 -0.062
H 0.583 1.541 0.046
H -3.149 3.147 2.910
H -3.414 4.786 4.733
C 2.195 -5.935 -1.702
N 1.498 -4.928 -0.925
C 1.005 -5.203 0.321
O 1.118 -6.275 0.914
C 0.360 -3.908 0.844
C 0.970 -3.371 2.154
C 0.875 -4.359 3.297
C 2.037 -4.712 3.994
C 1.974 -5.688 4.995
C 0.743 -6.263 5.338
C -0.418 -5.889 4.650
C -0.359 -4.920 3.643
N 0.517 -2.986 -0.284
C -0.027 -1.747 -0.223
C -0.097 -0.852 -1.255
C -0.886 0.318 -1.276
C -0.975 1.094 -2.513
C -1.943 2.136 -2.552
C -1.952 3.076 -3.561
C -1.083 2.895 -4.667
N -0.959 3.943 -5.625
O -0.320 3.726 -6.681
O -1.467 5.057 -5.355
C -0.264 1.756 -4.758
C -0.137 0.924 -3.660
C 1.178 -3.595 -1.444
C 2.486 -2.884 -1.829
C 0.248 -3.735 -2.653
H 2.408 -6.812 -1.075
H 1.609 -6.276 -2.575
H 3.152 -5.536 -2.073
H -0.723 -4.120 0.987
H 2.031 -3.117 1.977
H 0.432 -2.445 2.420
H 2.979 -4.225 3.727
H 2.887 -5.980 5.513
H 0.697 -7.037 6.110
H -1.382 -6.330 4.905
H -1.258 -4.591 3.112
H -0.425 -1.480 0.762
H 0.505 -1.096 -2.118
H -1.792 0.365 -0.650
H -2.650 2.256 -1.726
H -2.585 3.959 -3.535
H 0.274 1.617 -5.708
H 0.656 0.166 -3.677
H 3.160 -2.872 -0.959
H 2.991 -3.421 -2.646
H 2.290 -1.855 -2.147
H -0.547 -4.456 -2.425
H -0.220 -2.783 -2.905
H 0.806 -4.091 -3.527

Computed, not measured: a single C19H23N3O5S molecule, with the ωB97M-V functional and the def2-TZVPD basis.

Values from the calculation:
Energy relative to the best compared isomer or geometry (same formula, charge and spin), kJ/mol: 42.3
F_max, Eh/bohr: 0.0150
Gap between HOMO and LUMO, eV: 8.382
LUMO level, eV: 0.20
Structure (SMILES): CCCCNc1ccccc1C(=O)OCC(=O)Nc1ccc(S(N)(=O)=O)cc1
E_tot, Eh: -1676.51459

Geometry (Å):
C 6.469 -1.573 2.346
H 6.926 -0.632 2.044
C 5.858 -2.280 1.141
C 4.857 -1.413 0.380
C 3.573 -1.145 1.176
N 2.607 -0.386 0.422
C 2.631 0.950 0.216
C 3.555 1.772 0.888
C 3.545 3.139 0.752
C 2.606 3.766 -0.063
C 1.698 2.991 -0.738
C 1.691 1.591 -0.634
C 0.677 0.930 -1.447
O -0.212 1.523 -2.035
O 0.785 -0.419 -1.542
C -0.089 -1.101 -2.437
H 0.424 -2.027 -2.703
H -0.255 -0.486 -3.329
C -1.442 -1.454 -1.795
O -1.759 -2.601 -1.577
N -2.184 -0.350 -1.538
C -3.431 -0.260 -0.925
C -4.149 -1.378 -0.499
C -5.380 -1.207 0.107
C -5.887 0.064 0.285
C -5.188 1.181 -0.130
C -3.958 1.021 -0.735
H -3.391 1.881 -1.062
H -5.614 2.156 0.040
S -7.487 0.270 1.029
O -7.603 1.593 1.572
O -7.788 -0.861 1.858
N -8.479 0.189 -0.335
H -9.090 -0.611 -0.302
H -8.998 1.041 -0.467
H -5.952 -2.050 0.460
H -3.736 -2.363 -0.643
H -1.758 0.544 -1.796
H 0.962 3.443 -1.386
H 2.599 4.839 -0.166
H 4.275 3.730 1.285
H 4.295 1.320 1.527
H 1.999 -0.919 -0.178
H 3.802 -0.619 2.105
H 3.106 -2.098 1.440
H 5.322 -0.461 0.116
H 4.583 -1.915 -0.552
H 6.660 -2.563 0.456
H 5.365 -3.198 1.469
H 7.239 -2.196 2.795
H 5.720 -1.368 3.105